## A
Molecular formula: C5H12NP
Method: DFT, ωB97M-V with the def2-TZVPD basis set

## Properties
E_HOMO (alpha / beta)   -7.829 / -7.834 eV
Kohn-Sham gap (alpha / beta)   8.163 / 8.166 eV
Net charge   0

Each line ends with the natural charge from an NBO analysis.
Cartesian coordinates (Å):
C  -0.829  -0.817  -0.109  -0.511
C  0.176  0.170  0.436  -0.195
C  -1.074  -2.130  0.620  -0.612
C  1.270  1.543  -1.200  -0.573
C  1.242  0.051  1.410  -0.663
N  -1.954  1.577  -0.832  -1.124
P  -1.496  0.761  0.654  0.810
H  -0.915  -0.817  -1.268  0.259
H  -1.293  -2.201  1.636  0.216
H  -0.149  -2.809  0.397  0.190
H  -1.834  -2.582  0.132  0.214
H  1.909  0.759  -1.480  0.194
H  1.539  2.264  -0.483  0.199
H  0.474  1.504  -1.885  0.199
H  1.738  -0.811  1.329  0.215
H  0.803  -0.193  2.417  0.205
H  1.801  0.886  1.442  0.220
H  -1.254  2.361  -0.950  0.382
H  -2.878  1.905  -0.609  0.376

***

## B
Molecular formula: C5H12NP
Method: DFT, ωB97M-V with the def2-TZVPD basis set

## Properties
E_HOMO   -8.763 eV
Kohn-Sham gap   9.604 eV
Net charge   0

Each line ends with the natural charge from an NBO analysis.
Cartesian coordinates (Å):
C  -1.282  -1.500  0.364  -0.193
C  -0.067  -1.372  0.888  -0.175
C  0.952  -0.713  -0.076  -0.437
C  -0.009  -0.118  -1.180  -0.402
C  -1.417  -0.820  -0.954  -0.444
H  -2.064  -2.012  0.807  0.202
H  0.297  -1.857  1.705  0.192
H  1.657  -1.485  -0.323  0.209
H  1.512  0.100  0.406  0.207
H  0.298  -0.624  -2.200  0.201
H  0.012  0.927  -1.370  0.223
H  -2.309  -0.126  -1.091  0.205
H  -1.790  -1.532  -1.690  0.209
N  -0.166  2.397  1.200  -1.198
P  0.884  3.391  0.535  0.551
H  -0.147  2.152  2.237  0.395
H  -1.196  2.567  0.838  0.405
H  2.033  2.678  0.801  -0.065
H  0.963  4.623  1.449  -0.085

***

## C
Molecular formula: C5H12NP
Method: DFT, ωB97M-V with the def2-TZVPD basis set

## Properties
E_HOMO   -8.019 eV
Kohn-Sham gap   7.817 eV
Net charge   0

Each line ends with the natural charge from an NBO analysis.
Cartesian coordinates (Å):
C  0.488  -1.363  1.207  -0.621
C  1.555  -0.304  -0.804  -0.647
C  -0.824  -0.864  -0.821  -0.652
C  -0.034  1.368  0.659  -0.252
C  0.330  -0.397  -0.047  0.046
N  -1.073  2.100  0.048  -0.843
P  -2.528  1.717  -0.325  0.762
H  0.797  -2.312  0.782  0.203
H  -0.563  -1.520  1.759  0.202
H  1.134  -0.904  1.901  0.210
H  2.383  0.191  -0.199  0.216
H  1.828  -1.328  -0.994  0.204
H  1.446  0.210  -1.814  0.217
H  -0.495  -1.905  -1.172  0.212
H  -0.968  -0.132  -1.696  0.215
H  -1.616  -0.914  -0.134  0.217
H  0.946  1.967  0.470  0.181
H  -0.073  1.271  1.747  0.208
H  -2.734  3.118  -0.567  -0.078

***

Which is the most stable structure? B is the most stable.

***

## A
Molecular formula: C13H17NO5S
Method: DFT, ωB97M-V with the def2-TZVPD basis set

## Properties
E_HOMO   -9.151 eV
Kohn-Sham gap   9.725 eV
Net charge   0

Each line ends with the natural charge from an NBO analysis.
Cartesian coordinates (Å):
C  -7.728  -0.085  -1.476  -0.623
C  -6.890  -0.256  -0.223  -0.073
O  -5.544  0.141  -0.519  -0.514
C  -4.597  -0.271  0.324  0.777
O  -4.790  -0.939  1.297  -0.565
C  -3.240  0.239  -0.154  -0.170
O  -2.258  -0.204  0.745  -0.468
C  -0.962  0.123  0.520  0.327
C  -0.504  0.877  -0.560  -0.272
C  0.850  1.141  -0.686  -0.149
C  1.735  0.662  0.255  -0.392
S  3.475  0.964  0.035  2.309
O  3.686  2.229  -0.604  -0.939
O  4.168  0.692  1.263  -0.937
N  3.825  -0.200  -1.138  -0.847
C  3.903  -1.546  -0.665  -0.083
C  5.063  -2.025  0.163  -0.424
C  4.895  -2.500  -1.250  -0.420
C  1.295  -0.083  1.335  -0.155
C  -0.050  -0.354  1.469  -0.260
H  -8.755  -0.367  -1.267  0.220
H  -7.343  -0.713  -2.275  0.213
H  -7.703  0.950  -1.805  0.214
H  -6.882  -1.296  0.118  0.199
H  -7.264  0.371  0.592  0.186
H  -3.068  -0.148  -1.168  0.205
H  -3.283  1.336  -0.201  0.206
H  -1.186  1.262  -1.302  0.217
H  1.232  1.726  -1.507  0.241
H  4.636  0.089  -1.666  0.401
H  2.915  -1.916  -0.415  0.213
H  5.846  -1.316  0.378  0.228
H  4.865  -2.713  0.970  0.219
H  5.576  -2.123  -1.998  0.213
H  4.582  -3.518  -1.423  0.223
H  2.018  -0.429  2.056  0.245
H  -0.433  -0.929  2.296  0.236

***

## B
Molecular formula: C13H17NO5S
Method: DFT, ωB97M-V with the def2-TZVPD basis set

## Properties
E_HOMO   -8.790 eV
Kohn-Sham gap   9.418 eV
Net charge   0

Each line ends with the natural charge from an NBO analysis.
Cartesian coordinates (Å):
O  -2.052  -3.314  -1.554  -0.934
S  -1.918  -2.485  -0.394  2.315
O  -2.462  -2.968  0.847  -0.945
N  -2.559  -0.999  -0.790  -0.868
C  -2.718  -0.073  0.300  -0.249
C  -2.684  1.383  -0.205  0.095
C  -2.508  2.369  0.956  -0.428
C  -0.987  2.505  1.024  -0.435
C  -0.608  2.411  -0.453  -0.071
O  -1.584  1.586  -1.073  -0.533
C  -0.203  -2.064  -0.118  -0.345
C  0.524  -2.810  0.793  -0.181
C  1.850  -2.497  1.021  -0.243
C  2.447  -1.440  0.341  0.232
C  1.706  -0.710  -0.600  0.275
C  0.372  -1.030  -0.825  -0.249
O  2.261  0.322  -1.310  -0.497
C  3.673  0.316  -1.291  -0.098
C  4.173  0.111  0.138  -0.097
O  3.749  -1.143  0.628  -0.478
H  -3.324  -1.051  -1.442  0.412
H  -1.874  -0.257  0.968  0.208
H  -3.646  -0.244  0.863  0.197
H  -3.598  1.571  -0.782  0.180
H  -2.961  3.329  0.707  0.212
H  -2.947  1.997  1.879  0.220
H  -0.555  1.674  1.582  0.205
H  -0.665  3.441  1.475  0.221
H  -0.638  3.404  -0.924  0.166
H  0.377  1.972  -0.624  0.195
H  0.034  -3.611  1.321  0.243
H  2.446  -3.048  1.730  0.233
H  -0.207  -0.457  -1.530  0.270
H  4.053  -0.493  -1.928  0.184
H  3.992  1.280  -1.690  0.205
H  3.780  0.913  0.777  0.179
H  5.263  0.108  0.182  0.205

***

Which is the most stable structure? B is the most stable.

***

## A
Molecular formula: C20H33ClN2O4
Method: DFT, ωB97M-V with the def2-TZVPD basis set

## Properties
E_HOMO   -9.071 eV
Kohn-Sham gap   9.495 eV
Net charge   0

Each line ends with the natural charge from an NBO analysis.
Cartesian coordinates (Å):
C  2.475  3.670  -1.812  -0.397
N  1.485  2.753  -1.257  -0.508
C  1.610  1.366  -1.663  -0.222
C  2.872  0.629  -1.225  0.235
O  3.993  1.137  -1.914  -0.706
C  3.016  0.494  0.310  -0.228
N  2.559  -0.893  0.151  -0.461
C  2.286  -1.847  1.072  0.692
O  2.809  -1.859  2.175  -0.598
C  1.312  -2.931  0.652  -0.499
C  -0.051  -2.367  0.248  -0.196
C  -0.867  -1.674  1.358  -0.427
C  -2.140  -2.275  0.744  0.103
O  -2.831  -1.356  -0.079  -0.726
C  -1.251  -3.322  0.012  -0.054
C  -1.573  -3.575  -1.459  -0.616
C  -1.167  -4.649  0.755  -0.615
C  2.666  -0.901  -1.315  -0.225
C  0.934  3.103  -0.037  0.707
O  1.603  3.604  0.841  -0.560
C  -0.590  2.988  0.166  -0.065
Cl  -1.279  4.460  -0.605  -0.051
C  -0.913  3.025  1.663  -0.427
C  -2.403  2.870  1.969  -0.402
C  -3.003  1.635  1.300  -0.398
C  -2.722  1.629  -0.199  -0.409
C  -1.226  1.753  -0.485  -0.434
H  2.188  4.700  -1.608  0.213
H  3.468  3.510  -1.391  0.201
H  2.531  3.538  -2.892  0.202
H  0.763  0.789  -1.300  0.227
H  1.558  1.321  -2.756  0.212
H  4.787  0.773  -1.508  0.474
H  4.028  0.565  0.714  0.202
H  2.336  1.111  0.895  0.215
H  1.746  -3.550  -0.141  0.222
H  1.206  -3.592  1.513  0.233
H  0.087  -1.717  -0.619  0.203
H  -0.690  -2.082  2.352  0.222
H  -0.822  -0.584  1.382  0.217
H  -2.848  -2.707  1.463  0.159
H  -3.580  -1.813  -0.475  0.475
H  -2.533  -4.086  -1.574  0.205
H  -1.624  -2.643  -2.024  0.216
H  -0.804  -4.198  -1.922  0.213
H  -2.109  -5.194  0.676  0.215
H  -0.377  -5.281  0.345  0.214
H  -0.962  -4.512  1.819  0.211
H  1.755  -1.204  -1.839  0.192
H  3.522  -1.480  -1.666  0.199
H  -0.358  2.225  2.163  0.212
H  -0.545  3.956  2.092  0.240
H  -2.549  2.820  3.049  0.211
H  -2.938  3.762  1.631  0.205
H  -2.586  0.728  1.752  0.194
H  -4.079  1.597  1.479  0.210
H  -3.102  0.709  -0.644  0.237
H  -3.262  2.450  -0.679  0.204
H  -1.063  1.770  -1.564  0.224
H  -0.747  0.851  -0.089  0.206

***

## B
Molecular formula: C20H33ClN2O4
Method: DFT, ωB97M-V with the def2-TZVPD basis set

## Properties
E_HOMO   -9.249 eV
Kohn-Sham gap   9.699 eV
Net charge   0

Each line ends with the natural charge from an NBO analysis.
Cartesian coordinates (Å):
C  -2.959  -2.836  -2.270  -0.405
N  -2.057  -2.212  -1.308  -0.458
C  -0.882  -1.550  -1.850  -0.242
C  -1.140  -0.505  -2.931  0.298
O  -1.479  -1.144  -4.133  -0.715
C  -2.025  0.669  -2.439  -0.248
N  -0.792  1.415  -2.220  -0.445
C  -0.556  2.516  -1.470  0.698
O  -1.457  3.135  -0.934  -0.615
C  0.911  2.839  -1.277  -0.495
C  1.440  2.043  -0.088  -0.194
C  1.184  2.546  1.347  -0.423
C  2.588  2.058  1.730  0.110
O  2.471  0.772  2.322  -0.725
C  2.964  2.035  0.216  -0.055
C  3.736  0.837  -0.297  -0.620
C  3.651  3.336  -0.173  -0.616
C  0.050  0.492  -2.970  -0.242
C  -2.646  -1.790  -0.139  0.677
O  -3.853  -1.824  -0.011  -0.599
C  -1.766  -1.486  1.104  -0.040
Cl  -1.598  0.332  1.113  -0.074
C  -0.406  -2.179  1.183  -0.437
C  0.323  -1.920  2.500  -0.399
C  -0.525  -2.306  3.704  -0.400
C  -1.866  -1.585  3.653  -0.408
C  -2.593  -1.858  2.342  -0.413
H  -3.572  -3.571  -1.754  0.218
H  -3.626  -2.114  -2.745  0.199
H  -2.359  -3.317  -3.038  0.209
H  -0.395  -1.007  -1.046  0.224
H  -0.183  -2.290  -2.250  0.210
H  -1.687  -0.477  -4.796  0.474
H  -2.649  1.098  -3.230  0.193
H  -2.628  0.512  -1.545  0.232
H  1.479  2.593  -2.180  0.209
H  0.996  3.910  -1.098  0.233
H  1.097  1.005  -0.160  0.211
H  1.096  3.632  1.389  0.212
H  0.366  2.092  1.899  0.235
H  3.198  2.715  2.360  0.159
H  3.354  0.415  2.462  0.469
H  4.772  0.844  0.055  0.207
H  3.269  -0.097  0.023  0.217
H  3.766  0.844  -1.390  0.210
H  4.667  3.360  0.229  0.212
H  3.720  3.439  -1.259  0.210
H  3.122  4.210  0.212  0.212
H  0.975  0.176  -2.481  0.200
H  0.272  0.841  -3.984  0.191
H  -0.611  -3.251  1.077  0.217
H  0.254  -1.909  0.365  0.212
H  1.258  -2.484  2.492  0.206
H  0.603  -0.864  2.557  0.231
H  -0.695  -3.389  3.698  0.188
H  0.003  -2.072  4.630  0.211
H  -2.506  -1.897  4.481  0.213
H  -1.708  -0.509  3.765  0.210
H  -3.545  -1.338  2.297  0.245
H  -2.815  -2.928  2.261  0.209

***

Which is the most stable structure? B is the most stable.

***

## A
Molecular formula: C6H7B
Method: DFT, ωB97M-V with the def2-TZVPD basis set

## Properties
E_HOMO   -7.214 eV
Kohn-Sham gap   7.748 eV
Net charge   0

Each line ends with the natural charge from an NBO analysis.
Cartesian coordinates (Å):
C  2.626  -0.791  -0.404  -1.020
B  1.084  -1.014  -0.266  0.703
C  -0.084  -1.490  -0.634  -0.747
C  -1.212  -0.833  -0.704  0.117
C  -2.484  -0.132  -0.813  -0.172
C  -1.557  0.392  -0.002  0.092
C  -1.106  1.316  1.084  -0.692
H  2.825  0.248  -0.089  0.233
H  3.043  -1.012  -1.395  0.252
H  3.100  -1.401  0.366  0.251
H  -3.399  -0.171  -1.442  0.237
H  -0.642  0.879  2.038  0.257
H  -1.919  1.875  1.511  0.236
H  -0.276  2.136  0.751  0.253

***

## B
Molecular formula: C6H7B
Method: DFT, ωB97M-V with the def2-TZVPD basis set

## Properties
E_HOMO   -8.899 eV
Kohn-Sham gap   8.709 eV
Net charge   0

Each line ends with the natural charge from an NBO analysis.
Cartesian coordinates (Å):
B  -0.716  -0.710  0.288  0.805
C  -0.021  2.628  -0.354  -0.273
C  -2.443  1.280  1.088  -0.107
C  0.263  1.489  -0.444  0.028
C  -1.912  0.266  0.752  -0.410
C  0.590  0.155  -0.071  -0.890
C  0.288  -2.750  -0.323  -0.735
H  0.887  -2.973  0.545  0.195
H  -0.290  3.612  -0.689  0.233
H  -2.900  2.196  1.153  0.222
H  0.948  0.316  0.888  0.281
H  1.373  -0.350  -0.597  0.256
H  0.975  -2.684  -1.153  0.195
H  -0.519  -3.438  -0.505  0.201

***

Which is the most stable structure? A is the most stable.

***

## A
Molecular formula: C8H13NO
Method: DFT, ωB97M-V with the def2-TZVPD basis set

## Properties
E_HOMO   -8.486 eV
Kohn-Sham gap   9.388 eV
Net charge   0

Each line ends with the natural charge from an NBO analysis.
Cartesian coordinates (Å):
C  -0.481  -1.673  -0.422  -0.613
C  0.715  -0.819  -0.670  0.026
C  1.356  -1.194  -2.015  -0.632
C  1.782  -0.955  0.419  -0.615
N  0.265  0.503  -0.912  -0.592
C  -0.719  1.232  0.408  0.448
C  -2.017  1.006  0.818  -0.385
C  -2.276  2.096  1.731  -0.300
C  -1.126  2.865  1.783  0.067
O  -0.184  2.288  1.008  -0.432
H  -1.434  -1.457  -0.937  0.223
H  -0.280  -2.793  -0.569  0.215
H  -0.880  -1.571  0.567  0.219
H  2.483  -1.144  -2.121  0.211
H  1.032  -0.702  -2.977  0.239
H  1.121  -2.203  -2.443  0.224
H  1.602  -0.331  1.469  0.216
H  1.923  -1.936  0.858  0.219
H  2.689  -0.669  -0.112  0.210
H  0.956  1.276  -0.915  0.375
H  -2.624  0.241  0.315  0.244
H  -3.046  2.181  2.522  0.233
H  -0.859  3.758  2.195  0.199

***

## B
Molecular formula: C8H13NO
Method: DFT, ωB97M-V with the def2-TZVPD basis set

## Properties
E_HOMO   -9.489 eV
Kohn-Sham gap   10.307 eV
Net charge   0

Each line ends with the natural charge from an NBO analysis.
Cartesian coordinates (Å):
C  2.656  -0.857  -0.603  -0.043
N  1.907  -0.575  0.356  -0.411
C  0.819  0.355  0.311  0.097
C  0.724  1.249  -0.924  -0.651
C  0.882  1.159  1.603  -0.614
C  -0.550  -0.618  0.317  -0.082
C  -0.484  -1.931  0.435  -0.359
C  -1.821  0.147  0.271  0.558
C  -2.831  -0.310  -0.755  -0.713
O  -2.041  1.097  0.986  -0.542
H  3.431  -1.591  -0.425  0.170
H  2.614  -0.438  -1.614  0.144
H  1.649  1.812  -1.042  0.217
H  -0.095  1.953  -0.803  0.230
H  0.550  0.661  -1.824  0.210
H  1.772  1.785  1.582  0.205
H  0.954  0.482  2.450  0.224
H  0.004  1.787  1.714  0.240
H  0.457  -2.442  0.535  0.223
H  -1.375  -2.537  0.483  0.198
H  -2.746  -1.369  -0.970  0.222
H  -3.832  -0.064  -0.410  0.236
H  -2.646  0.245  -1.675  0.240

***

Which is the most stable structure? B is the most stable.

***

## A
Molecular formula: C4H5BrO
Method: DFT, ωB97M-V with the def2-TZVPD basis set

## Properties
E_HOMO (alpha / beta)   -8.867 / -8.868 eV
Kohn-Sham gap (alpha / beta)   7.628 / 7.628 eV
Net charge   0

Each line ends with the natural charge from an NBO analysis.
Cartesian coordinates (Å):
C  0.554  0.455  0.581  0.165
C  -1.593  0.627  -0.806  0.046
C  -0.660  1.171  0.156  -0.772
C  0.789  -0.697  -0.153  -0.309
O  2.119  -1.284  -0.118  -0.721
Br  -3.214  -0.131  -0.074  0.053
H  -1.074  1.693  0.975  0.255
H  0.061  1.817  -0.333  0.321
H  0.614  -0.688  -1.284  0.247
H  0.083  -1.457  0.200  0.248
H  2.320  -1.507  0.856  0.467

***

## B
Molecular formula: C4H5BrO
Method: DFT, ωB97M-V with the def2-TZVPD basis set

## Properties
E_HOMO (alpha / beta)   -8.549 / -8.212 eV
Kohn-Sham gap (alpha / beta)   8.562 / 7.192 eV
Net charge   0

Each line ends with the natural charge from an NBO analysis.
Cartesian coordinates (Å):
C  1.177  -1.128  -0.248  0.273
C  2.459  -1.099  -0.204  -0.368
C  -0.850  0.190  0.461  0.182
C  -2.063  0.789  -0.184  -0.684
O  0.079  -0.368  -0.379  -0.422
Br  3.611  0.612  0.032  -0.114
H  3.223  -1.936  -0.131  0.255
H  -0.674  0.022  1.532  0.181
H  -2.802  0.176  -0.596  0.230
H  -1.838  1.449  -1.024  0.235
H  -2.322  1.296  0.742  0.233

***

Which is the most stable structure? B is the most stable.